Entry 1:
4 unconnected molecules or ions with the total composition C23H33NOP at a distorted geometry, computed with the ωB97M-V functional and the def2-TZVPD basis.

```
59
Properties=species:S:1:pos:R:3:forces:R:3
C -0.02751 -1.13017 1.62740 -0.13 0.47 -0.21
C -1.34623 -1.06696 0.80566 0.20 -0.25 1.48
O -1.44307 -1.99092 -0.27006 0.26 0.72 -0.31
C -0.44239 -1.84112 -1.22879 -0.61 -0.90 -0.44
P -0.29430 -0.12719 -1.95982 1.15 0.06 0.43
C 1.22197 0.75942 -1.28335 -0.46 0.42 -1.36
N 1.01243 2.20425 -1.08190 0.34 -0.73 0.91
C 1.28003 2.51561 0.34866 -0.44 -0.07 -0.14
H -0.15950 -1.65998 2.57396 -0.04 0.03 -0.24
H 0.81295 -1.60879 1.11260 -0.24 0.03 0.00
H 0.27635 -0.09968 1.85552 0.05 -0.27 0.13
H -1.57242 -0.02545 0.50567 0.19 -0.32 -0.35
H -2.15655 -1.33538 1.49133 0.00 0.03 -0.35
H 0.53902 -2.20536 -0.88599 0.00 0.53 -0.06
H -0.71429 -2.50515 -2.06195 0.01 0.22 0.11
H -1.42373 0.69378 -1.72453 0.20 -0.42 -0.19
H -0.13232 -0.26265 -3.36527 -0.24 0.10 0.53
H 1.97273 0.64487 -2.08299 -0.12 -0.30 0.28
H 1.57514 0.22609 -0.39473 -0.26 0.07 -0.07
H 0.05425 2.45455 -1.28648 0.02 0.23 -0.08
H 1.37047 3.59385 0.49757 -0.10 -0.19 -0.05
H 2.21269 2.03982 0.66483 -0.08 0.20 -0.16
H 0.46626 2.10383 0.96813 0.28 0.30 0.17
C 0.74590 3.69866 4.22204 0.02 -0.05 -0.03
C 0.14420 2.45140 4.33848 0.08 -0.01 -0.02
C 0.56069 1.56756 5.32613 0.02 0.02 -0.03
C 1.57365 1.93502 6.20301 -0.01 0.03 -0.05
C 2.17274 3.18326 6.08833 -0.03 -0.03 -0.03
C 1.76208 4.06401 5.09563 -0.02 -0.05 0.00
H 0.42223 4.38682 3.45055 -0.01 0.02 0.03
H -0.65191 2.16834 3.65884 -0.03 0.02 0.03
H 0.09505 0.59365 5.41445 -0.01 0.02 0.03
H 1.89513 1.24905 6.97606 0.00 0.01 0.00
H 2.96039 3.46967 6.77317 -0.01 0.00 -0.01
H 2.23247 5.03449 5.00383 -0.02 0.00 0.01
C 1.57777 -5.93133 2.13235 -0.02 0.02 -0.05
C 0.50701 -5.14716 2.54421 0.01 0.03 -0.04
C -0.48887 -4.80034 1.63985 0.06 0.02 -0.02
C -0.41857 -5.24588 0.32531 0.06 0.06 -0.02
C 0.65040 -6.03278 -0.08590 0.02 0.05 0.01
C 1.65077 -6.37235 0.81685 -0.03 0.04 0.03
H 2.35461 -6.19970 2.83663 -0.01 -0.01 0.00
H 0.44884 -4.80713 3.57077 0.00 -0.02 0.00
H -1.32132 -4.18481 1.95893 -0.03 -0.05 0.00
H -1.19828 -4.97982 -0.37837 -0.03 -0.04 0.03
H 0.70396 -6.38182 -1.10974 -0.01 -0.02 0.02
H 2.48560 -6.98193 0.49601 -0.02 -0.01 0.01
C -1.36106 2.27339 -4.83871 -0.12 0.00 -0.16
C -2.50177 1.60212 -5.26165 0.08 -0.01 0.08
C -3.13927 1.98908 -6.43257 0.02 0.01 -0.02
C -2.63004 3.04101 -7.18326 0.04 -0.03 0.08
C -1.48723 3.70917 -6.76069 -0.04 -0.04 0.02
C -0.85367 3.32854 -5.58577 0.06 -0.01 0.05
H -0.86430 1.97412 -3.92210 0.06 0.10 0.03
H -2.89637 0.77697 -4.67881 -0.05 0.01 -0.02
H -4.03134 1.47161 -6.76020 0.01 0.00 0.00
H -3.12423 3.34010 -8.09815 0.00 0.00 0.01
H -1.09098 4.52745 -7.34737 0.00 0.00 0.01
H 0.03374 3.85228 -5.25362 -0.01 0.00 -0.01
```
Forces are in eV/Å.

As for the spin multiplicity: 1. The calculation puts the lowest unoccupied orbital energy at -3.1 eV. For the molecular weight, the calculation gives 370.50 g/mol. The largest force on an atom comes out at 1.51 eV Å⁻¹. The orbital gap comes out at 0.3075 Eh. The total charge is +1.



Entry 2:
A molecular structure, C19H21F7NbO12S at a distorted geometry, computed with the ωB97M-V functional and the def2-TZVPD basis.

```
61
Properties=species:S:1:pos:R:3:forces:R:3
C -5.17956 6.12021 -5.52175 0.08 0.40 0.29
C -3.78368 6.26228 -6.30576 -1.51 0.18 0.22
O -3.66366 5.21348 -7.28560 0.84 -0.20 1.44
C -3.19489 3.97230 -6.66379 -0.08 -0.03 -0.07
C -1.63740 4.01988 -6.29154 0.34 0.91 0.52
O -0.87492 2.84619 -6.69458 -2.35 -1.27 1.86
Nb -1.63612 1.18888 -5.59908 0.87 2.15 -4.08
S 0.30180 1.34090 -3.90302 4.16 -0.38 -0.42
O 1.24898 0.16131 -4.08820 -2.39 2.13 0.70
O 1.03360 2.65775 -3.98155 -1.90 -2.06 0.78
C -0.50622 1.10631 -2.19040 -0.49 0.40 -0.04
F -1.12156 -0.16851 -2.25490 1.09 2.74 0.81
F -1.46608 2.15484 -2.10095 1.59 -2.35 0.36
C 0.51167 1.24946 -0.97433 1.54 0.22 -0.62
F 1.06420 2.55067 -0.97148 -1.61 -2.56 0.29
F 1.61350 0.38828 -1.16918 -2.28 1.47 0.38
C -0.14633 0.87893 0.43470 -0.68 -0.26 2.43
F -1.53021 0.73226 0.40559 2.82 0.29 -0.28
F 0.11425 1.82981 1.44025 -0.28 -2.09 -2.34
F 0.38417 -0.36039 0.86585 -0.83 2.85 -1.32
H -6.03273 6.63624 -6.09010 1.27 -0.77 0.82
H -5.04147 6.62425 -4.49833 -0.46 -0.68 -1.43
H -5.48305 5.03208 -5.34117 0.59 1.52 -0.30
H -2.96528 6.26177 -5.51405 -0.68 -0.01 -1.28
H -3.81946 7.24604 -6.89339 0.37 -1.36 0.96
H -3.43423 3.15943 -7.43343 0.54 1.10 1.28
H -3.75788 3.78563 -5.68383 0.55 0.07 -1.51
H -1.20425 4.97802 -6.74366 -0.42 -1.37 0.25
H -1.49399 4.11278 -5.15470 -0.40 0.14 -1.57
H -0.67119 0.07379 -6.69902 -0.07 -0.51 0.18
H -2.32726 -0.23934 -4.67806 0.15 0.37 -0.17
H -2.63060 2.29040 -4.50097 -0.24 -0.40 0.37
H -3.07278 1.05570 -6.72726 0.11 -0.21 0.85
C -0.07251 -4.43631 3.35568 -0.20 -0.28 0.46
C -0.05439 -3.20146 2.84614 0.17 -0.36 -1.43
C -0.27320 -2.00121 3.71118 -0.07 0.54 0.40
O -0.23291 -0.88830 3.22255 -0.10 -0.53 0.33
C -0.53691 -2.22256 5.13743 -0.02 0.09 -0.17
C -0.55690 -3.45707 5.64022 -0.28 0.48 0.95
C -0.31171 -4.65097 4.78315 0.17 -0.40 -0.81
O -0.32030 -5.76344 5.28683 -0.05 0.25 0.36
O -0.80182 -3.68025 6.96056 0.28 -0.41 -0.92
O 0.16493 -2.99285 1.52154 -0.24 0.33 1.55
H 0.08621 -5.31349 2.74304 0.01 0.04 0.01
H -0.71128 -1.34844 5.75028 0.01 -0.02 -0.02
H -0.76058 -4.64942 7.07067 -0.03 0.08 -0.01
H 0.13334 -2.02328 1.39373 -0.03 -0.29 -0.13
C 3.33981 -3.72538 6.28099 -0.19 0.13 -0.33
C 4.44331 -3.99530 6.98134 -0.65 -0.42 0.98
C 5.80208 -3.74145 6.42129 0.61 0.20 -0.52
O 6.78582 -3.98327 7.09865 -0.35 -0.10 0.19
C 5.89570 -3.20894 5.05945 0.17 -0.15 0.40
C 4.79190 -2.94195 4.35706 0.64 0.44 -1.15
C 3.43356 -3.17032 4.92787 -0.55 -0.19 0.45
O 2.44924 -2.89796 4.26437 0.50 0.10 -0.11
O 4.86129 -2.45114 3.09439 -0.65 -0.43 1.10
O 4.37561 -4.51199 8.23516 0.61 0.41 -0.94
H 2.34843 -3.90292 6.67692 0.03 0.01 0.01
H 6.88673 -3.04587 4.65831 -0.04 0.01 0.00
H 3.93449 -2.34233 2.80529 0.11 0.05 -0.10
H 5.30269 -4.61373 8.52360 -0.09 0.00 0.02
```
Forces are in eV/Å.

As for the spin multiplicity: 1. The calculation puts the lowest unoccupied orbital energy at -0.5 eV. For the molecular weight, the calculation gives 699.32 g/mol. The largest force on an atom comes out at 4.69 eV Å⁻¹. The orbital gap comes out at 0.1965 Eh. The total charge is -1.